{"formula": "CH8N3", "method": "ωB97M-V with the def2-TZVPD basis set", "elements": ["C", "N", "N", "N", "H", "H", "H", "H", "H", "H", "H", "H"], "xyz": [[0.6478, -0.4976, -0.1847], [1.4863, -0.0924, 0.7619], [-0.6698, -0.3397, -0.1598], [-1.2294, 0.2367, 0.8966], [-0.0224, 1.0685, -1.9185], [1.0106, -1.3028, -0.7947], [-2.2387, 0.4240, 0.8126], [1.2693, 0.4075, 1.5907], [-1.1048, -0.3699, -1.1054], [-0.5285, 1.2630, -2.4959], [2.3761, -0.5751, 0.8349], [-0.9965, -0.2223, 1.7623]], "total_charge": 1, "de_lowest_ev": 3.3945, "multiplicity": 1, "e_lumo_ha": -0.1498, "orbital_gap_ha": 0.371}

***

{"formula": "C33H37ClMoN2", "method": "ωB97M-V with the def2-TZVPD basis set", "elements": ["Mo", "Cl", "C", "C", "C", "C", "C", "C", "H", "H", "H", "H", "C", "H", "H", "H", "C", "N", "H", "N", "H", "C", "C", "C", "H", "H", "H", "H", "H", "H", "C", "H", "H", "H", "C", "C", "H", "H", "C", "H", "C", "H", "H", "H", "H", "H", "C", "H", "C", "C", "C", "C", "C", "C", "C", "C", "C", "C", "C", "C", "C", "C", "C", "C", "H", "H", "H", "H", "H", "H", "H", "H", "H", "H"], "xyz": [[0.1748, -0.5671, 0.4020], [-1.5599, 1.1290, 0.0382], [1.3411, -1.2765, -1.3526], [1.3837, -1.2288, -2.7754], [2.1887, -2.1588, -3.4957], [2.9938, -3.0840, -2.8070], [2.9922, -3.0969, -1.4138], [2.1706, -2.2094, -0.7166], [0.7610, -0.4921, -3.3143], [2.2060, -2.1963, -4.5975], [3.6242, -3.8201, -0.8837], [2.1561, -2.2632, 0.3732], [3.8609, -4.0932, -3.5094], [4.5585, -4.5233, -2.7794], [4.4382, -3.6349, -4.3200], [3.2657, -4.9168, -3.9281], [-1.8806, 2.9239, -4.1287], [-0.7826, 2.3367, -3.4892], [-3.8093, 1.9281, -4.6736], [-2.2464, 0.8127, -3.6038], [-1.8765, 3.9460, -4.4512], [0.3321, 3.0005, -2.7497], [1.2856, 3.6201, -3.7676], [-0.1652, 4.0931, -1.8153], [0.7627, 4.3198, -4.4205], [2.0708, 4.1779, -3.2303], [1.7663, 2.8450, -4.3716], [1.8073, 2.6130, -1.2525], [1.7218, 1.3616, -2.4855], [-0.7858, 3.6732, -1.0093], [1.1213, 2.0345, -1.8787], [-0.6935, 4.8934, -2.3396], [0.7149, 4.5497, -1.3341], [0.5073, 1.4728, -1.1843], [-2.8260, 1.9420, -4.2199], [-4.0653, 0.0225, -2.0316], [-4.8473, 0.6191, -2.5095], [-4.5324, -0.9088, -1.6831], [-2.9270, -0.3776, -2.9640], [-2.3930, -1.8859, -1.4675], [-3.5213, -1.2148, -4.0848], [-2.7823, -1.5304, -4.8210], [-3.6712, 0.5385, -1.1481], [-1.5500, -0.4040, -1.2852], [-4.2999, -0.6609, -4.6188], [-3.9996, -2.1141, -3.6683], [-1.9293, -1.0952, -2.0709], [-1.0542, -1.4791, -2.5755], [-0.9137, 1.0136, -3.8239], [1.0275, -1.3824, 1.8922], [0.4013, -0.5899, 2.8157], [0.3464, -0.4120, 4.1633], [0.9056, -1.5134, 4.9794], [0.6362, -1.6880, 6.3562], [1.1795, -2.7642, 7.0569], [1.9788, -3.7139, 6.4087], [2.2854, -3.5546, 5.0555], [1.7715, -2.4596, 4.3753], [-0.2115, 0.8541, 4.6385], [0.2059, 1.4082, 5.8590], [-0.3979, 2.5477, 6.3770], [-1.4522, 3.1517, 5.6849], [-1.8581, 2.6437, 4.4404], [-1.1864, 1.5571, 3.8802], [-0.0150, -0.9847, 6.8664], [0.9571, -2.8912, 8.1144], [2.3524, -4.5844, 6.9383], [2.9047, -4.2799, 4.5193], [2.0440, -2.3578, 3.3227], [1.0385, 0.9495, 6.3831], [-0.0159, 2.9953, 7.2923], [-1.9153, 4.0559, 6.0799], [-2.6553, 3.1444, 3.8814], [-1.4207, 1.2339, 2.8568]], "total_charge": -2, "multiplicity": 3, "e_lumo_ha": [0.1632, 0.1632], "orbital_gap_ha": [0.163, 0.154]}

***

{"formula": "C28H23CuF5NP", "method": "ωB97M-V with the def2-TZVPD basis set", "elements": ["Cu", "N", "C", "C", "C", "C", "C", "C", "C", "C", "C", "C", "C", "C", "C", "H", "H", "H", "H", "H", "H", "H", "H", "H", "H", "F", "C", "F", "C", "F", "F", "F", "C", "P", "C", "C", "C", "C", "C", "C", "C", "C", "C", "C", "C", "C", "H", "H", "H", "H", "H", "H", "H", "H", "H", "H", "H", "H", "H"], "xyz": [[1.5047, -0.0521, -1.2652], [-0.1295, -0.8394, -0.8262], [-1.2981, -0.6436, -1.2378], [-2.4289, -1.5333, -0.7701], [-2.3357, -2.1745, 0.4627], [-3.3153, -3.0581, 0.8854], [-4.4117, -3.3299, 0.0743], [-4.5175, -2.6987, -1.1563], [-3.5392, -1.8028, -1.5694], [-1.6842, 0.4665, -2.1898], [-2.8202, 1.2442, -1.9769], [-3.1207, 2.3097, -2.8137], [-2.2951, 2.6033, -3.8909], [-1.1645, 1.8290, -4.1173], [-0.8623, 0.7727, -3.2705], [-1.4700, -1.9706, 1.0805], [-3.2238, -3.5438, 1.8500], [-5.1718, -4.0310, 0.3970], [-5.3650, -2.9044, -1.7998], [-3.6341, -1.3125, -2.5307], [-3.4661, 1.0155, -1.1367], [-3.9992, 2.9154, -2.6228], [-2.5306, 3.4315, -4.5482], [-0.5102, 2.0524, -4.9507], [0.0353, 0.1851, -3.4261], [3.4224, -0.3447, -3.3171], [3.0769, 0.6050, -2.3419], [2.7272, 1.7386, -3.0973], [4.4390, 0.9989, -1.7524], [5.3940, 1.2033, -2.6913], [4.3648, 2.1388, -1.0457], [4.9150, 0.0453, -0.9345], [2.8530, 1.9060, 2.8558], [2.4422, 0.8863, 1.3425], [2.4677, -0.7821, 2.1128], [1.5553, -1.7821, 1.7722], [1.6790, -3.0568, 2.3094], [2.7168, -3.3605, 3.1780], [3.6452, -2.3805, 3.5010], [3.5225, -1.1054, 2.9698], [0.6612, 1.3454, 1.3057], [-0.3247, 0.8612, 2.1574], [-1.6302, 1.3192, 2.0490], [-1.9606, 2.2728, 1.0977], [-0.9803, 2.7761, 0.2525], [0.3209, 2.3108, 0.3551], [3.9224, 1.8844, 3.0664], [2.2984, 1.5505, 3.7248], [2.5711, 2.9374, 2.6431], [0.7604, -1.5685, 1.0623], [0.9613, -3.8201, 2.0331], [2.8111, -4.3568, 3.5926], [4.4708, -2.6108, 4.1636], [4.2627, -0.3556, 3.2206], [-0.0762, 0.1094, 2.8974], [-2.3994, 0.9154, 2.6967], [-2.9839, 2.6166, 1.0051], [-1.2374, 3.5034, -0.5074], [1.0851, 2.6685, -0.3278]], "total_charge": -1, "de_lowest_ev": 0.0000, "multiplicity": 1, "e_lumo_ha": 0.1048, "orbital_gap_ha": 0.262}

***

{"formula": "C3H4N2O", "method": "ωB97M-V with the def2-TZVPD basis set", "elements": ["N", "C", "N", "C", "C", "O", "H", "H", "H", "H"], "xyz": [[1.9301, -0.0701, -0.3021], [0.5924, -0.1520, -0.0793], [-0.0569, 0.9938, -0.0669], [-1.3750, 0.7228, 0.0943], [-1.6386, -0.5940, -0.0557], [-0.1045, -1.2502, 0.0434], [2.2069, 0.9021, -0.3597], [2.6089, -0.7333, 0.0250], [-1.9939, 1.5895, 0.3430], [-2.1694, -1.4087, 0.3580]], "de_lowest_ev": 1.9189, "multiplicity": 1, "smiles": "Nc1ncco1", "e_lumo_ha": 0.0338, "orbital_gap_ha": 0.348}

***

{"formula": "C39H62BIrN10O4PSe3", "method": "ωB97M-V with the def2-TZVPD basis set", "elements": ["Ir", "C", "C", "N", "N", "C", "B", "N", "C", "C", "C", "N", "N", "C", "C", "C", "N", "N", "C", "C", "C", "N", "H", "H", "H", "H", "H", "H", "H", "H", "H", "H", "H", "H", "C", "Se", "C", "C", "Se", "C", "H", "H", "H", "H", "H", "H", "H", "H", "H", "H", "C", "C", "C", "C", "O", "P", "O", "O", "O", "C", "C", "C", "C", "H", "H", "H", "H", "H", "H", "H", "H", "H", "H", "H", "H", "H", "H", "H", "H", "H", "H", "C", "C", "C", "C", "N", "C", "Se", "N", "C", "C", "C", "C", "C", "C", "C", "C", "C", "C", "H", "H", "H", "H", "H", "H", "H", "H", "H", "H", "H", "H", "H", "H", "H", "H", "H", "H", "H", "H", "H", "H"], "xyz": [[0.1323, -0.6368, 0.8421], [1.9680, 3.1685, 1.4030], [1.9245, 1.9347, 0.5591], [0.6984, 1.2217, 1.1159], [0.2412, 1.9275, 2.0439], [0.9654, 3.1312, 2.2715], [-0.9263, 1.3368, 3.0690], [-2.0403, 0.8520, 2.1429], [-3.3777, 1.0054, 2.2545], [-3.9935, 0.2025, 1.3269], [-2.9534, -0.4683, 0.6898], [-1.7874, -0.0840, 1.1909], [-0.1886, 0.1642, 3.7221], [0.0569, -0.1741, 5.0090], [0.6528, -1.4122, 5.0323], [0.7664, -1.7908, 3.6972], [0.2676, -0.8446, 2.9110], [-1.3492, 2.4589, 3.9291], [-2.0526, 3.5758, 3.5512], [-1.9310, 4.5030, 4.5443], [-1.1057, 3.8785, 5.5076], [-0.7379, 2.6732, 5.1324], [2.7166, 3.9364, 1.2807], [1.6847, 2.1491, -0.4918], [0.6301, 3.7933, 3.0547], [-3.7986, 1.6758, 2.9847], [-5.0494, 0.1135, 1.1393], [-2.9853, -1.1909, -0.1006], [-0.2320, 0.4937, 5.8000], [0.9527, -1.9719, 5.9009], [1.1670, -2.6951, 3.2699], [-2.5802, 3.6269, 2.6116], [-2.3869, 5.4768, 4.5937], [-0.7682, 4.2703, 6.4545], [-4.3747, -3.7519, 3.1772], [-2.4788, -3.6332, 2.7764], [-2.6013, -4.0190, 0.8633], [-1.2486, -4.4456, 0.3493], [0.2357, -3.1758, 0.5926], [1.1810, -3.5296, -1.0561], [-4.9388, -3.0400, 2.5798], [-4.4896, -3.5116, 4.2309], [-4.7237, -4.7650, 2.9981], [-2.9825, -3.1741, 0.3000], [-3.2922, -4.8539, 0.7468], [-1.2592, -4.6769, -0.7159], [-0.9233, -5.3283, 0.8978], [1.2987, -4.6109, -1.0845], [2.1454, -3.0460, -0.9831], [0.6251, -3.1778, -1.9217], [6.2492, -1.0617, 2.4847], [4.8499, -1.5224, 2.8279], [4.5311, -2.8982, 2.2800], [4.5613, -1.4003, 4.3063], [3.8600, -0.5377, 2.2025], [3.4156, -0.3369, 0.7571], [3.1117, 1.2360, 0.6684], [2.1428, -1.0561, 0.3766], [4.5814, -0.6246, -0.1805], [4.8868, -0.3332, -1.6397], [4.7916, -1.6729, -2.3371], [3.8944, 0.6679, -2.2000], [6.2976, 0.2115, -1.6204], [6.9547, -1.7206, 2.9915], [6.4245, -0.0456, 2.8374], [6.4477, -1.1108, 1.4165], [5.1474, -3.6346, 2.7946], [4.7544, -2.9676, 1.2130], [3.4839, -3.1581, 2.4432], [5.2141, -2.0829, 4.8499], [3.5263, -1.6598, 4.5273], [4.7563, -0.3883, 4.6591], [3.7622, -2.0349, -2.3597], [5.4270, -2.4130, -1.8519], [5.1311, -1.5607, -3.3667], [2.8603, 0.3356, -2.0704], [4.0749, 0.7499, -3.2716], [4.0302, 1.6581, -1.7646], [6.9937, -0.5213, -1.2139], [6.3593, 1.1233, -1.0263], [6.6038, 0.4437, -2.6404], [-1.8617, 0.1955, -5.6755], [-1.8004, -1.3159, -5.4723], [-2.9442, -1.8702, -4.6202], [-2.7234, -1.7576, -3.1146], [-2.7630, -0.3789, -2.5984], [-1.7662, 0.3008, -2.0075], [-0.0578, -0.4571, -1.6478], [-2.2005, 1.5342, -1.7049], [-1.4611, 2.6161, -1.0600], [-1.2250, 3.8563, -1.9277], [0.0638, 3.8363, -2.7493], [0.0631, 2.8564, -3.9146], [-3.5372, 1.6458, -2.0762], [-4.4532, 2.6812, -1.9039], [-5.7407, 2.4355, -2.3320], [-6.1081, 1.2029, -2.8993], [-5.1998, 0.1787, -3.0653], [-3.8939, 0.4328, -2.6467], [-1.0902, 0.5293, -6.3691], [-1.7210, 0.7496, -4.7457], [-2.8262, 0.4900, -6.0937], [-0.8413, -1.6033, -5.0271], [-1.8366, -1.8005, -6.4482], [-3.0834, -2.9351, -4.8167], [-3.8765, -1.3824, -4.9099], [-1.7405, -2.1494, -2.8596], [-3.4726, -2.3293, -2.5606], [-0.5126, 2.1826, -0.7569], [-2.0275, 2.8756, -0.1609], [-1.2044, 4.7160, -1.2540], [-2.0810, 4.0074, -2.5891], [0.9112, 3.6210, -2.0845], [0.2332, 4.8451, -3.1277], [0.0561, 1.8169, -3.5797], [0.9499, 2.9885, -4.5341], [-0.8072, 3.0133, -4.5543], [-4.1784, 3.6312, -1.4664], [-6.4902, 3.2082, -2.2285], [-7.1326, 1.0548, -3.2121], [-5.4978, -0.7677, -3.4926]], "total_charge": 3, "de_lowest_ev": 0.9188, "multiplicity": 1, "e_lumo_ha": -0.3666, "orbital_gap_ha": 0.184}

***

{"formula": "C28H42BrN3P2Zn", "method": "ωB97M-V with the def2-TZVPD basis set", "elements": ["C", "C", "C", "C", "N", "C", "C", "C", "C", "C", "C", "C", "C", "C", "Zn", "P", "H", "H", "H", "H", "H", "H", "H", "H", "C", "C", "H", "H", "H", "H", "H", "C", "C", "H", "H", "H", "H", "H", "C", "C", "H", "H", "H", "H", "H", "Br", "P", "C", "C", "H", "H", "H", "H", "H", "C", "C", "H", "H", "H", "H", "H", "C", "C", "H", "H", "H", "H", "H", "N", "C", "C", "N", "C", "H", "H", "H", "H"], "xyz": [[-0.5814, 6.9462, -3.5981], [-0.7511, 5.5785, -3.9672], [-1.0590, 5.3716, -5.3451], [-1.2076, 6.4718, -6.2268], [-1.0507, 7.7384, -5.8268], [-0.7463, 7.9749, -4.5476], [-0.6722, 4.4482, -3.0406], [-0.7600, 3.5343, -2.2033], [-1.4383, 2.6725, -1.2996], [-0.8029, 2.2202, -0.1212], [-1.5871, 1.6415, 0.8921], [-3.0025, 1.5583, 0.7652], [-3.5924, 1.8004, -0.5028], [-2.8096, 2.3923, -1.5111], [0.3869, -0.3368, 0.1959], [2.1561, -1.5612, 1.2919], [-1.2057, 4.3762, -5.7668], [-0.3329, 7.2479, -2.5864], [-1.4634, 6.3320, -7.2921], [-0.6355, 9.0363, -4.2892], [-3.2839, 2.6642, -2.4719], [0.2840, 2.3581, -0.0243], [-4.6586, 1.5847, -0.6681], [-1.1119, 1.0529, 1.6736], [2.3737, -3.0103, 2.4453], [3.2538, -4.1454, 1.9053], [1.3715, -3.3829, 2.7165], [2.8165, -2.6456, 3.3809], [3.2712, -4.9924, 2.6074], [2.8931, -4.5263, 0.9378], [4.2989, -3.8282, 1.7874], [2.8054, -1.7482, -0.4495], [3.4181, -0.3984, -0.9617], [1.9643, -2.0213, -1.0987], [3.5441, -2.5615, -0.5005], [3.4185, -0.4032, -2.0732], [2.8445, 0.4901, -0.6191], [4.4771, -0.2638, -0.6406], [3.4541, -0.5582, 2.0765], [4.8844, -1.1406, 1.8993], [3.2248, -0.4792, 3.1572], [3.4140, 0.4642, 1.6579], [5.6382, -0.3562, 2.1240], [5.0684, -1.9906, 2.5904], [5.0413, -1.4731, 0.8532], [-4.0070, 1.0325, 2.1595], [-1.8350, -2.8548, -0.2762], [-0.0910, -3.2922, -0.0939], [0.2919, -4.5294, -0.8961], [0.1442, -3.3474, 0.9853], [0.4426, -2.4259, -0.5764], [1.3605, -4.4488, -1.1366], [0.1357, -5.4563, -0.3306], [-0.2669, -4.5576, -1.8311], [-2.7120, -2.9526, 1.3136], [-4.1554, -3.3926, 1.0794], [-2.6186, -1.9740, 1.8021], [-2.1853, -3.6967, 1.9298], [-4.6964, -3.4618, 2.0257], [-4.6884, -2.6956, 0.4288], [-4.2031, -4.3799, 0.6200], [-2.0914, -1.2580, -1.1328], [-2.5392, -1.4066, -2.5885], [-1.1297, -0.6754, -1.1423], [-2.8367, -0.7073, -0.5282], [-2.8261, -0.4114, -2.9420], [-1.7039, -1.7621, -3.1968], [-3.3965, -2.0760, -2.6897], [0.9376, 1.3773, 4.5799], [-0.1585, 0.9569, 5.3125], [-0.7604, -0.0138, 4.5472], [-0.0804, -0.1454, 3.3549], [0.9287, 0.7180, 3.4065], [1.6572, 2.0176, 4.8576], [-0.4651, 1.3891, 6.2476], [-1.6456, -0.6104, 4.7607], [1.6446, 0.9081, 2.6249]], "total_charge": 2, "de_lowest_ev": 2.2398, "multiplicity": 1, "e_lumo_ha": [-0.3095, -0.3095], "orbital_gap_ha": [0.168, 0.168]}

***

These records have F_max values of 3.6 5.9 0.9 3.6 1.2 3.8 eV/Å, in the order they appear.